C5H9ClO2 | ωB97M-V/def2-TZVPD

Positions of all 17 atoms, in Å:
C1 2.564 1.434 -1.364
C2 0.024 1.450 -1.126
C3 -0.243 -0.026 -0.590
C4 -1.591 -0.148 0.050
C5 -0.391 -0.058 0.920
H1 2.498 0.440 -1.054
H2 2.609 1.741 -2.564
H3 3.357 1.941 -0.853
H4 -0.703 2.239 -0.642
H5 -0.047 1.526 -2.187
H6 0.272 -0.951 -0.954
H7 -2.282 0.743 -0.099
H8 -2.974 -1.397 0.609
H9 -0.071 0.815 1.467
O1 1.282 2.023 -0.899
O2 -2.153 -1.325 -0.263
Cl1 0.125 -1.682 1.661

Computed properties:
**Structure (SMILES)**: COC[C@@H]1[C@@H](O)[C@H]1Cl
**HOMO-LUMO gap**: 10.08 eV
**E_LUMO**: 0.01813 Eh
**Largest force on an atom**: 7.44 eV/A
**HOMO**: -0.3523 Ha
**Energy relative to the best compared isomer or geometry (same formula, charge and spin)**: 103.80 kcal per mole



C3H5N3O | ωB97M-V/def2-TZVPD

Positions of all 12 atoms, in Å:
C1 0.520 -0.362 -0.208
C2 -0.568 0.511 0.403
C3 0.070 -0.336 -1.528
H1 1.981 -1.169 2.161
H2 -0.534 1.054 1.682
H3 -1.338 -0.629 0.531
H4 -1.638 2.050 -0.495
H5 0.727 -0.970 -2.222
N1 1.319 -1.207 0.376
N2 -0.862 1.378 -0.617
N3 -0.912 0.542 -1.742
O1 1.237 -0.862 1.660

Computed properties:
**HOMO-LUMO gap**: 8.47 eV
**E_LUMO**: 0.00001 Eh
**Largest force on an atom**: 7.26 eV/A
**HOMO**: -0.3112 Ha
**Energy relative to the best compared isomer or geometry (same formula, charge and spin)**: 158.29 kcal per mole



C37H44F5NO4SbSiSn | ωB97M-V/def2-TZVPD

Positions of all 94 atoms, in Å:
Sn1 -0.533 -0.715 1.966
O1 1.762 3.530 0.910
C1 0.716 2.801 1.214
O2 0.797 1.632 1.566
C2 -0.604 3.513 1.115
C3 -0.659 4.854 0.761
C4 -1.906 5.442 0.624
C5 -3.032 4.667 0.834
C6 -2.867 3.332 1.186
N1 -1.679 2.762 1.334
H1 0.257 5.400 0.591
H2 -1.996 6.485 0.347
H3 -4.027 5.078 0.724
H4 -3.726 2.692 1.346
C7 -2.238 1.122 -1.871
C8 -2.657 -0.334 -2.128
C9 -1.425 -1.122 -2.597
C10 -3.703 -0.327 -3.247
Si1 -3.172 -1.057 -0.444
O3 -2.027 -0.657 0.612
C11 -4.790 -0.309 0.212
C12 -5.942 -0.073 -0.543
C13 -7.094 0.451 0.029
C14 -7.128 0.743 1.385
C15 -6.004 0.501 2.162
C16 -4.854 -0.016 1.578
C17 -3.432 -2.922 -0.470
C18 -3.120 -3.652 0.678
C19 -3.267 -5.029 0.728
C20 -3.739 -5.715 -0.382
C21 -4.067 -5.013 -1.532
C22 -3.913 -3.633 -1.570
H5 -1.828 1.557 -2.791
H6 -1.478 1.189 -1.092
H7 -3.091 1.736 -1.563
H8 -1.028 -0.676 -3.517
H9 -1.657 -2.170 -2.799
H10 -0.631 -1.108 -1.847
H11 -3.238 0.034 -4.172
H12 -4.532 0.347 -3.023
H13 -4.115 -1.315 -3.461
H14 -5.957 -0.316 -1.598
H15 -7.970 0.625 -0.586
H16 -8.027 1.149 1.834
H17 -6.020 0.717 3.224
H18 -3.976 -0.186 2.192
H19 -2.734 -3.136 1.551
H20 -2.991 -5.569 1.625
H21 -3.838 -6.793 -0.354
H22 -4.428 -5.541 -2.406
H23 -4.169 -3.114 -2.486
C23 6.003 3.619 -0.355
C24 4.702 4.036 0.328
C25 4.102 5.252 -0.373
Sb1 3.304 2.369 0.150
C26 3.884 1.283 1.922
C27 3.498 2.008 3.206
C28 5.370 0.942 1.910
C29 3.914 -2.409 -1.119
C30 3.585 -1.720 -2.443
C31 4.888 -3.565 -1.345
H24 6.693 4.467 -0.424
H25 5.815 3.280 -1.379
H26 6.521 2.814 0.166
H27 4.883 4.281 1.378
H28 3.985 5.063 -1.444
H29 4.749 6.129 -0.267
H30 3.118 5.513 0.022
H31 3.309 0.359 1.839
H32 4.031 2.959 3.301
H33 3.766 1.395 4.072
H34 2.429 2.209 3.261
H35 5.986 1.833 2.057
H36 5.683 0.446 0.987
H37 5.591 0.249 2.726
H38 4.374 -1.690 -0.439
H39 4.507 -1.412 -2.944
H40 2.962 -0.839 -2.296
H41 3.059 -2.409 -3.107
H42 5.802 -3.197 -1.816
H43 4.443 -4.311 -2.007
H44 5.152 -4.050 -0.407
F1 1.311 -5.459 0.974
C32 1.981 -4.441 1.642
C33 2.792 -3.456 0.989
F2 4.057 -3.121 1.523
C34 2.650 -2.907 -0.433
F3 2.046 -3.856 -1.267
C35 1.650 -1.819 -0.054
O4 1.908 -0.625 -0.100
C36 0.551 -2.348 0.825
F4 -0.319 -3.205 0.139
C37 1.487 -3.107 1.749
F5 1.554 -2.420 3.004

Computed properties:
**HOMO-LUMO gap**: 5.78 eV
**E_LUMO**: 0.07231 Eh
**Largest force on an atom**: 0.68 eV/A
**Total charge**: -1
**HOMO**: -0.1400 Ha
**Energy relative to the best compared isomer or geometry (same formula, charge and spin)**: 96.20 kcal per mole



C18H20N2O5 | ωB97M-V/def2-TZVPD

Positions of all 45 atoms, in Å:
C1 1.346 1.513 1.930
C2 0.225 1.844 0.893
C3 1.707 0.046 2.151
C4 2.187 -0.673 0.889
C5 1.538 -1.746 0.339
C6 3.404 -0.320 0.208
C7 2.101 -2.532 -0.667
C8 3.949 -0.959 -0.879
C9 3.305 -2.160 -1.189
C10 -0.544 1.779 -1.370
C11 -0.372 3.307 -1.746
C12 -2.086 1.479 -1.330
C13 -2.572 0.157 -0.764
C14 -2.994 -0.896 -1.584
C15 -2.577 -0.089 0.613
C16 -3.409 -2.114 -1.095
C17 -3.040 -1.269 1.079
C18 -3.451 -2.308 0.255
H1 0.540 2.932 3.069
H2 -0.089 1.465 3.361
H3 2.255 2.027 1.656
H4 0.799 -0.522 2.655
H5 2.507 -0.022 2.901
H6 0.586 -2.034 0.882
H7 3.974 0.496 0.584
H8 1.545 -3.394 -0.980
H9 4.777 -0.590 -1.474
H10 3.464 -3.615 -2.358
H11 0.878 0.475 -0.410
H12 -0.106 1.287 -2.155
H13 -2.469 1.548 -2.317
H14 -2.430 2.293 -0.718
H15 -3.100 -0.672 -2.670
H16 -2.239 0.682 1.223
H17 -3.497 -2.917 -1.795
H18 -3.133 -1.478 2.117
H19 -4.254 -3.954 0.137
H20 1.072 3.388 -0.564
N1 0.852 1.960 3.229
N2 0.284 1.312 -0.295
O1 -0.674 2.683 1.191
O2 4.016 -2.833 -2.150
O3 -1.088 3.918 -2.443
O4 -3.900 -3.398 0.856
O5 0.711 3.907 -1.264

Computed properties:
**Structure (SMILES)**: N[C@@H](Cc1ccc(O)cc1)C(=O)N[C@@H](Cc1ccc(O)cc1)C(=O)O
**HOMO-LUMO gap**: 8.92 eV
**E_LUMO**: 0.01195 Eh
**Largest force on an atom**: 3.59 eV/A
**HOMO**: -0.3158 Ha
**Energy relative to the best compared isomer or geometry (same formula, charge and spin)**: 42.04 kcal per mole



C6H15NO | ωB97M-V/def2-TZVPD

Positions of all 23 atoms, in Å:
C1 -1.676 -0.827 2.160
C2 -0.140 -0.964 2.347
C3 -2.066 0.597 1.766
O1 -3.165 1.075 1.944
N1 -1.174 1.342 1.018
H1 -1.836 -1.359 1.197
H2 -2.112 -1.322 3.012
H3 0.323 -1.874 2.742
H4 -1.419 2.277 0.747
H5 -0.303 1.027 0.630
H6 0.154 -0.232 3.131
H7 0.339 -0.755 1.380
C4 1.577 0.547 -1.649
C5 1.515 -1.019 -1.518
C6 0.636 0.939 -2.768
H8 1.222 0.920 -0.679
H9 2.640 0.801 -1.630
H10 0.744 -1.222 -0.760
H11 2.470 -1.498 -1.394
H12 0.938 0.593 -3.758
H13 -0.316 0.414 -2.614
H14 1.120 -1.488 -2.460
H15 0.527 2.027 -2.845

Computed properties:
**Structure (SMILES)**: CCC(N)=O.CCC
**HOMO-LUMO gap**: 10.52 eV
**E_LUMO**: 0.02954 Eh
**Largest force on an atom**: 2.83 eV/A
**HOMO**: -0.3570 Ha
**Energy relative to the best compared isomer or geometry (same formula, charge and spin)**: 28.11 kcal per mole